Here is one molecule with the formula C4H9N3 in a non-equilibrium geometry from OMol25. Energies are from ωB97M-V/def2-TZVPD.

Geometry as ORCA input:
```
! RIJCOSX wB97M-V def2-TZVPD def2/J DEFGRID3
* xyz 0 1
C 1.44 0.69 -1.30
C -2.18 -0.58 -0.66
C -0.02 -0.27 0.51
C -0.70 -0.42 -0.67
N -0.47 -0.38 1.82
N 1.23 0.26 0.33
N 1.90 0.69 1.32
H -1.14 -1.12 1.98
H 0.26 -0.30 2.50
H 2.76 1.13 0.99
H -2.40 -1.66 -0.59
H -2.69 -0.08 0.16
H 2.48 1.01 -1.23
H 1.34 -0.22 -1.89
H 0.83 1.50 -1.66
H -2.61 -0.25 -1.61
*
```

As for the total energy: -8759.0562 eV. Its HOMO-LUMO gap (spin up / spin down) is 0.2787 / 0.2578 hartree. For the HOMO energy (spin up / spin down), the calculation gives -7.4 / -7.1 eV.

Here is a 2-piece molecular cluster, C15H20ClNO4 overall in a non-equilibrium geometry from OMol25. Energies are from ωB97M-V/def2-TZVPD.

Geometry as ORCA input:
```
! RIJCOSX wB97M-V def2-TZVPD def2/J DEFGRID3
* xyz 0 1
C -4.12 -2.90 -0.56
C -2.74 -3.43 -0.19
O -1.98 -2.20 -0.17
C -0.68 -2.31 0.14
C -0.11 -0.93 0.66
Cl 0.95 -1.05 2.07
C -1.04 0.35 0.81
O -0.63 1.38 1.41
O -2.19 0.30 0.14
C -2.87 1.55 -0.25
C -4.36 1.40 0.00
O -0.04 -3.35 0.08
H -4.94 -3.61 -0.34
H -4.29 -1.91 -0.05
H -4.12 -2.68 -1.65
H -2.72 -3.93 0.80
H -2.35 -4.12 -0.95
H -2.44 2.37 0.34
H -2.66 1.71 -1.32
H -4.74 2.43 -0.01
H -4.88 0.82 -0.78
H -4.55 0.94 0.98
C 3.29 -0.99 -1.40
N 2.34 -0.01 -0.82
C 2.90 1.00 -0.02
C 4.31 1.15 0.04
C 4.87 2.19 0.78
C 4.04 3.16 1.36
C 2.65 3.03 1.28
C 2.08 1.90 0.69
C 1.01 -0.24 -0.93
H 3.90 -0.50 -2.22
H 3.99 -1.41 -0.60
H 2.65 -1.81 -1.79
H 4.98 0.51 -0.54
H 5.95 2.22 0.90
H 4.48 3.95 1.97
H 1.97 3.79 1.69
H 1.01 1.75 0.76
H 0.38 0.68 -0.90
H 0.72 -1.20 -1.38
*
```

As for the total energy: -38079.6328 eV. Its HOMO-LUMO gap is 0.3006 hartree. For the HOMO energy, the calculation gives -7.7 eV.

Here is a 4-piece molecular cluster, C5H21N3O3 overall in a non-equilibrium geometry from OMol25. Energies are from ωB97M-V/def2-TZVPD.

Geometry as ORCA input:
```
! RIJCOSX wB97M-V def2-TZVPD def2/J DEFGRID3
* xyz 1 2
C 0.50 -0.04 1.27
N 1.59 0.95 1.22
C 2.65 0.62 0.23
N 2.24 0.34 -1.12
C -0.83 0.68 1.33
C -1.25 1.24 -0.07
C -1.82 2.60 0.25
N -1.78 -0.29 1.88
H 0.56 -0.72 0.40
H 0.70 -0.70 2.14
H 1.20 1.89 1.13
H 3.36 1.52 0.20
H 3.03 -0.32 0.60
H 2.08 1.14 -1.71
H 1.50 -0.31 -1.25
H -0.81 1.51 2.05
H -1.99 0.68 -0.60
H -0.30 1.30 -0.67
H -1.02 3.30 0.42
H -2.47 2.98 -0.55
H -2.38 2.84 1.13
H -2.62 0.06 2.29
H -1.89 -1.13 1.29
H 0.25 -3.17 -0.02
H -0.39 -3.70 1.40
O 0.13 -3.03 0.95
H -1.80 -0.58 -2.21
H -1.14 -0.30 -3.53
O -1.03 -0.85 -2.74
H 1.92 -2.46 -1.79
H 0.61 -2.94 -2.35
O 1.21 -3.08 -1.60
*
```

As for the total energy: -16129.4597 eV. Its expectation value of S² is 0.76. Its HOMO-LUMO gap (spin up / spin down) is 0.3573 / 0.1755 hartree. For the HOMO energy (spin up / spin down), the calculation gives -12.5 / -12.4 eV.

Here is a 2-piece molecular cluster, ClN3O2 overall in a non-equilibrium geometry from OMol25. Energies are from ωB97M-V/def2-TZVPD.

Geometry as ORCA input:
```
! RIJCOSX wB97M-V def2-TZVPD def2/J DEFGRID3
* xyz 0 1
N 0.74 -1.42 -0.49
N 0.05 -1.73 -1.33
O -0.72 -1.93 -2.17
O 0.36 2.09 0.30
N -0.07 1.25 0.99
Cl -0.35 1.73 2.71
*
```

As for the total energy: -21083.2410 eV. Its HOMO-LUMO gap is 0.3568 hartree. For the HOMO energy, the calculation gives -10.8 eV. As for the SMILES: N#[N+][O-].O=NCl.

Here is C22H41BrIrNP3Se as an isolated structure in a non-equilibrium geometry from OMol25. Energies are from ωB97M-V/def2-TZVPD.

Geometry as ORCA input:
```
! RIJCOSX wB97M-V def2-TZVPD def2/J DEFGRID3
* xyz 4 6
Ir 0.55 0.45 0.29
P 1.32 -1.54 1.13
P 1.62 -0.09 -1.75
P -1.18 0.30 1.84
H -1.13 0.76 -1.82
C -1.20 1.52 -1.04
C -0.04 2.23 -0.50
H 0.70 2.56 -1.25
C 0.47 -3.11 0.64
C 3.09 -2.04 0.87
C 1.34 -1.79 2.97
C 1.22 0.99 -3.20
C 3.45 0.07 -1.63
C 1.42 -1.79 -2.44
C -2.49 1.50 1.47
C -0.58 0.83 3.48
C -2.13 -1.26 1.89
H -2.20 2.03 -1.00
H -0.23 2.92 0.34
H 0.91 -3.92 1.25
H 0.63 -3.34 -0.42
H -0.61 -3.07 0.84
H 3.32 -2.84 1.59
H 3.75 -1.18 1.07
H 3.26 -2.44 -0.14
H 1.98 -2.66 3.17
H 0.33 -2.00 3.37
H 1.78 -0.92 3.47
H 1.96 0.79 -3.99
H 1.29 2.04 -2.93
H 0.22 0.79 -3.59
H 3.87 0.09 -2.65
H 3.88 -0.78 -1.09
H 3.71 1.00 -1.12
H 1.67 -1.76 -3.51
H 0.39 -2.14 -2.33
H 2.11 -2.50 -1.95
H -3.31 1.32 2.18
H -2.86 1.32 0.46
H -2.10 2.52 1.56
H -1.43 1.27 4.01
H 0.20 1.60 3.37
H -0.18 0.00 4.07
H -3.08 -1.03 2.38
H -1.63 -2.06 2.44
H -2.35 -1.60 0.86
C -3.86 -2.14 -2.70
C -3.25 -0.90 -2.40
C -4.01 0.27 -2.30
C -5.39 0.22 -2.53
C -6.03 -1.02 -2.78
C -5.27 -2.18 -2.83
Se -2.77 -3.68 -2.86
H -2.54 -3.68 -1.40
H -2.17 -0.84 -2.28
H -3.53 1.20 -2.00
H -5.98 1.14 -2.51
H -7.11 -1.07 -2.94
H -5.76 -3.15 -2.97
Br 3.27 5.91 0.72
C 3.24 4.09 1.33
C 4.02 3.67 2.40
C 3.90 2.33 2.77
C 2.99 1.48 2.13
N 2.20 1.91 1.12
C 2.38 3.18 0.68
H 4.70 4.34 2.91
H 4.50 1.89 3.56
H 2.91 0.43 2.45
H 1.83 3.55 -0.19
*
```

As for the total energy: -191017.2092 eV. Its expectation value of S² is 8.79. Its HOMO-LUMO gap (spin up / spin down) is 0.1991 / 0.1345 hartree. For the HOMO energy (spin up / spin down), the calculation gives -17.2 / -19.7 eV.

Here is a 2-piece molecular cluster, C6H16O overall in a non-equilibrium geometry from OMol25. Energies are from ωB97M-V/def2-TZVPD.

Geometry as ORCA input:
```
! RIJCOSX wB97M-V def2-TZVPD def2/J DEFGRID3
* xyz 0 1
C 0.00 0.00 0.00
C 0.91 -0.31 -1.22
C 1.40 -1.84 -1.38
C 2.93 -2.08 -1.45
C 3.29 -3.52 -1.71
C 4.82 -3.71 -1.57
H 0.51 -0.37 0.91
H -1.02 -0.43 -0.03
H -0.08 1.10 0.06
H 0.43 -0.06 -2.19
H 1.71 0.43 -1.04
H 1.04 -2.47 -0.55
H 0.96 -2.24 -2.32
H 3.44 -1.46 -2.21
H 3.35 -1.83 -0.46
H 2.91 -4.20 -0.92
H 2.98 -3.94 -2.69
H 5.18 -3.31 -0.60
H 5.34 -3.18 -2.38
H 5.09 -4.78 -1.62
O 5.96 -6.36 -1.66
H 5.72 -6.58 -0.73
H 5.11 -6.16 -2.10
*
```

As for the total energy: -8528.1675 eV. Its HOMO-LUMO gap is 0.4157 hartree. For the HOMO energy, the calculation gives -10.4 eV. As for the SMILES: CCCCCC.O.

Here is C16H16BN8Zr as an isolated structure from OMol25. Energies are from ωB97M-V/def2-TZVPD.

Geometry as ORCA input:
```
! RIJCOSX wB97M-V def2-TZVPD def2/J DEFGRID3
* xyz 3 1
Zr -0.41 0.27 0.44
C 3.80 -0.58 -0.32
C 2.51 -0.95 -0.60
N 1.64 -0.24 0.18
N 2.41 0.60 0.96
C 3.69 0.40 0.67
B 1.82 1.69 1.93
N 0.83 1.02 2.93
C 0.91 0.92 4.25
C -0.22 0.25 4.74
C -0.97 -0.05 3.63
N -0.33 0.41 2.51
N 1.03 2.72 1.09
C 1.17 4.04 1.01
C 0.23 4.56 0.11
C -0.49 3.47 -0.32
N -0.01 2.34 0.27
H 4.70 -0.97 -0.76
H 2.14 -1.69 -1.30
H 4.46 0.96 1.17
H 2.70 2.21 2.52
H 1.75 1.33 4.79
H -0.44 0.02 5.77
H -1.91 -0.57 3.55
H 1.93 4.55 1.57
H 0.10 5.59 -0.17
H -1.29 3.42 -1.03
N -4.55 0.37 -0.57
C -3.45 1.00 -0.95
N -2.35 0.34 -0.55
C -2.83 -0.81 0.11
C -2.11 -1.90 0.64
C -2.85 -2.91 1.24
C -4.25 -2.85 1.27
C -4.96 -1.81 0.70
C -4.22 -0.79 0.12
H -5.49 0.69 -0.78
H -3.45 1.92 -1.50
H -1.05 -2.12 0.46
H -2.34 -3.77 1.63
H -4.79 -3.67 1.73
H -6.04 -1.81 0.69
*
```

As for the total energy: -30705.6838 eV. Its HOMO-LUMO gap is 0.2821 hartree. For the HOMO energy, the calculation gives -19.0 eV.

Here is C35H75MnN2O2Sb2Si6 as an isolated structure from OMol25. Energies are from ωB97M-V/def2-TZVPD.

Geometry as ORCA input:
```
! RIJCOSX wB97M-V def2-TZVPD def2/J DEFGRID3
* xyz 1 6
Mn 0.74 -0.13 0.19
C -2.59 -1.06 -0.30
O -1.24 -1.48 -0.16
C -1.15 -2.82 0.31
C 0.22 -3.35 -0.04
O 1.21 -2.49 0.50
C 1.63 -2.86 1.81
H -3.12 -1.71 -1.00
H -2.58 -0.05 -0.69
H -3.10 -1.08 0.67
H -1.92 -3.44 -0.16
H -1.31 -2.83 1.39
H 0.33 -3.34 -1.13
H 0.35 -4.37 0.31
H 2.09 -3.85 1.79
H 0.79 -2.86 2.51
H 2.37 -2.13 2.13
C 3.19 4.11 -2.18
Sb 1.38 3.58 -1.09
C 2.03 1.83 -0.01
C 2.92 0.84 -0.59
C 3.61 0.91 -1.82
C 4.52 -0.06 -2.16
C 4.74 -1.14 -1.30
C 3.93 -1.23 -0.18
N 3.04 -0.30 0.16
Si 2.63 2.44 1.67
C 3.30 1.07 2.79
C 1.26 3.42 2.53
C 4.09 3.62 1.39
C 0.09 2.68 -2.75
C 0.49 1.30 -3.14
C 0.67 0.93 -4.49
C 1.05 -0.34 -4.85
C 1.28 -1.28 -3.85
C 1.03 -0.88 -2.56
N 0.62 0.34 -2.19
Si -1.61 2.56 -1.89
C -1.45 2.12 -0.05
C -2.62 1.30 -2.89
C -2.56 4.18 -1.85
Si 0.11 3.98 -4.16
C -1.35 3.79 -5.36
C 1.70 3.97 -5.20
C -0.03 5.73 -3.48
H 4.05 3.77 -1.62
H 3.23 5.20 -2.26
H 3.20 3.69 -3.19
H 3.41 1.72 -2.50
H 5.07 0.01 -3.09
H 5.48 -1.89 -1.51
H 4.01 -2.09 0.47
H 2.54 0.32 3.01
H 3.65 1.50 3.73
H 4.14 0.58 2.32
H 0.94 4.26 1.91
H 1.65 3.83 3.47
H 0.39 2.80 2.75
H 4.87 3.14 0.81
H 4.53 3.93 2.35
H 3.78 4.53 0.86
H 0.46 1.66 -5.26
H 1.15 -0.60 -5.90
H 1.62 -2.28 -4.07
H 1.18 -1.60 -1.76
H -0.76 1.29 0.13
H -2.42 1.86 0.40
H -1.05 2.97 0.49
H -2.14 0.32 -2.91
H -2.69 1.65 -3.92
H -3.64 1.19 -2.51
H -2.03 4.95 -1.28
H -3.53 4.03 -1.38
H -2.75 4.57 -2.86
H -1.34 2.85 -5.93
H -1.30 4.61 -6.09
H -2.31 3.86 -4.86
H 2.26 3.04 -5.17
H 2.37 4.77 -4.87
H 1.46 4.18 -6.25
H -1.02 5.96 -3.09
H 0.17 6.44 -4.29
H 0.70 5.93 -2.69
C -2.46 -2.08 6.41
Si -1.47 -2.17 4.80
C -2.50 -3.31 3.67
C 0.18 -3.02 5.22
Sb -0.86 0.08 3.51
Si -3.23 1.24 3.51
C -3.03 3.06 3.05
C -4.44 0.50 2.26
C -4.07 1.10 5.19
Si -0.04 1.30 5.71
C 1.83 1.14 5.92
C -0.47 3.14 5.78
C -0.78 0.55 7.28
H -2.94 -3.05 6.59
H -3.24 -1.32 6.40
H -1.81 -1.88 7.26
H -3.18 -3.90 4.28
H -1.87 -4.01 3.12
H -3.10 -2.75 2.95
H 0.17 -3.37 6.26
H 1.03 -2.33 5.12
H 0.37 -3.89 4.59
H -2.93 3.19 1.97
H -2.15 3.52 3.50
H -3.90 3.62 3.37
H -4.14 0.68 1.23
H -5.42 0.96 2.41
H -4.57 -0.58 2.40
H -3.43 1.44 6.01
H -4.37 0.07 5.40
H -4.98 1.71 5.20
H 2.35 1.90 5.35
H 2.20 0.16 5.60
H 2.09 1.27 6.97
H 0.14 3.73 5.10
H -0.30 3.50 6.79
H -1.52 3.33 5.55
H -0.31 -0.41 7.52
H -1.86 0.40 7.23
H -0.58 1.23 8.12
*
```

As for the total energy: -136248.1316 eV. Its expectation value of S² is 8.76. Its HOMO-LUMO gap (spin up / spin down) is 0.2790 / 0.2938 hartree. For the HOMO energy (spin up / spin down), the calculation gives -9.4 / -9.9 eV.

Here is one molecule with the formula C2H5N3O4 in a non-equilibrium geometry from OMol25. Energies are from ωB97M-V/def2-TZVPD.

Geometry as ORCA input:
```
! RIJCOSX wB97M-V def2-TZVPD def2/J DEFGRID3
* xyz 0 1
N 1.07 -1.56 0.75
N 0.21 -0.70 0.10
N -0.53 -0.74 -1.17
C -1.05 0.02 -0.04
O -2.16 -0.52 0.59
O -0.77 1.32 0.14
C 0.87 1.34 -0.07
O 1.70 1.33 0.80
O 1.05 1.91 -1.26
H 0.99 -1.39 1.75
H 2.01 -1.26 0.50
H -0.97 -1.66 -1.19
H -2.69 0.23 0.90
H 0.27 1.70 -1.81
*
```

As for the total energy: -14810.6154 eV. Its HOMO-LUMO gap is 0.3284 hartree. For the HOMO energy, the calculation gives -8.5 eV. As for the SMILES: NN1N[C@]1(O)OC(=O)O.

Here is C34H35BrCaClN6O5PTe as an isolated structure in a non-equilibrium geometry from OMol25. Energies are from ωB97M-V/def2-TZVPD.

Geometry as ORCA input:
```
! RIJCOSX wB97M-V def2-TZVPD def2/J DEFGRID3
* xyz -2 1
Ca -1.26 2.58 -1.41
Br 3.90 -3.21 6.75
C 4.29 -1.81 5.51
C 4.92 -0.66 5.95
C 5.22 0.35 5.05
C 4.87 0.24 3.70
C 4.22 -0.93 3.28
C 3.94 -1.95 4.18
N 5.38 1.19 2.78
N 4.76 1.67 1.77
C 3.40 1.80 1.62
C 2.41 1.72 2.64
C 1.08 1.89 2.40
C 0.56 2.10 1.08
O -0.66 2.14 0.83
C 1.57 2.25 0.00
N 1.09 2.49 -1.24
C 1.93 2.64 -2.24
C 3.32 2.58 -2.05
C 3.82 2.33 -0.80
C 2.94 2.15 0.28
H 5.19 -0.56 7.00
H 5.73 1.25 5.37
H 3.94 -1.04 2.24
H 3.44 -2.85 3.84
H 2.73 1.56 3.65
H 0.36 1.85 3.21
H 1.49 2.79 -3.22
H 3.98 2.72 -2.90
H 4.89 2.28 -0.62
C -3.12 4.67 2.34
C -3.18 4.48 0.85
O -1.84 4.67 0.31
P -1.52 5.59 -1.00
O -0.05 5.57 -1.14
Te -2.70 7.65 -0.89
O -2.09 4.64 -2.23
C -3.52 4.54 -2.53
C -3.70 4.38 -4.03
H -4.12 4.59 2.78
H -2.71 5.66 2.58
H -2.47 3.91 2.79
H -3.86 5.21 0.42
H -3.52 3.49 0.58
H -4.02 5.43 -2.18
H -3.91 3.67 -2.02
H -3.44 5.31 -4.55
H -4.74 4.13 -4.24
H -3.05 3.58 -4.39
Cl -0.91 1.77 -3.92
C -3.67 -0.20 -2.20
C -3.67 0.61 -0.90
C -2.93 -0.19 0.18
O -3.13 1.87 -1.07
H -4.20 -1.16 -2.09
H -2.64 -0.39 -2.52
H -4.15 0.39 -2.99
H -4.73 0.67 -0.57
H -1.89 -0.34 -0.12
H -3.40 -1.17 0.34
H -2.92 0.36 1.13
N 0.31 -5.51 -0.17
C -0.01 -6.81 -0.53
C -0.02 -8.01 0.17
C -0.40 -9.14 -0.53
C -0.77 -9.06 -1.89
C -0.75 -7.86 -2.57
C -0.36 -6.71 -1.88
N -0.26 -5.40 -2.32
C 0.14 -4.72 -1.28
C 0.39 -3.26 -1.25
C 0.80 -2.62 -0.09
C 1.01 -1.25 -0.12
N 0.85 -0.51 -1.22
C 0.45 -1.13 -2.33
C 0.21 -2.50 -2.39
H 0.60 -5.20 0.73
H 0.26 -8.06 1.22
H -0.43 -10.09 -0.03
H -1.07 -9.97 -2.40
H -1.03 -7.79 -3.62
H 0.96 -3.15 0.84
H 1.32 -0.72 0.78
H 0.30 -0.49 -3.20
H -0.13 -2.98 -3.30
*
```

As for the total energy: -172599.0524 eV. Its HOMO-LUMO gap is 0.2031 hartree. For the HOMO energy, the calculation gives -2.3 eV.

Relative energy (zero: lowest compared OMol25 entry of this formula, charge and spin) (computed, kcal/mol): 126.1; 31.3; 0.0; 1.5; 16.4; 24.6; 4.2; 25.2; 67.1; 21.9